*1*
ORCA calculation (wB97M-V/def2-TZVPD) on C7H8N2 in the gas phase.

Geometry as XYZ:
```
17
C7H8N2 (wB97M-V/def2-TZVPD)
C -1.676 1.669 0.289
C -1.995 -0.288 -0.518
C -0.457 1.060 0.277
C 0.438 -1.015 -0.265
C 0.537 -2.295 -0.569
C 0.983 1.283 0.601
C 1.674 -0.030 0.211
N -2.617 0.815 -0.213
N -0.672 -0.199 -0.236
H -1.954 2.643 0.635
H -2.463 -1.157 -0.931
H -0.320 -2.877 -0.862
H 1.481 -2.808 -0.502
H 1.379 2.124 0.030
H 1.119 1.508 1.660
H 2.196 -0.512 1.030
H 2.345 0.078 -0.637
```

Here are the Löwdin charges for atoms 1 to 6, given in e: number 1, C, carries -0.10; number 2, C, carries -0.15; number 3, C, carries -0.21; number 4, C, carries -0.23; number 5, C, carries 0.06; number 6, C, carries -0.12

*2*
ORCA calculation (wB97M-V/def2-TZVPD) on C7H8N2 in the gas phase.

Geometry as XYZ:
```
17
C7H8N2 (wB97M-V/def2-TZVPD)
C 2.219 -1.434 -0.013
C 2.665 0.661 0.012
C 1.036 -0.763 -0.028
C -0.666 -0.839 -0.011
C -1.375 -1.944 0.015
C -1.066 0.606 -0.021
C 0.213 1.479 0.002
N 3.228 -0.520 0.009
N 1.322 0.565 -0.013
H 2.423 -2.484 -0.017
H 3.186 1.596 0.021
H -2.452 -1.911 0.039
H -0.910 -2.911 0.007
H -1.650 0.823 -0.918
H -1.699 0.830 0.839
H 0.257 2.141 -0.869
H 0.264 2.099 0.902
```

Here are the Löwdin charges for atoms 1 to 6, given in e: number 1, C, carries -0.12; number 2, C, carries -0.18; number 3, C, carries -0.11; number 4, C, carries -0.18; number 5, C, carries 0.03; number 6, C, carries -0.13

*3*
ORCA calculation (wB97M-V/def2-TZVPD) on C7H8N2 as an isolated structure.

Geometry as XYZ:
```
17
C7H8N2 (wB97M-V/def2-TZVPD)
C -0.991 -2.487 0.321
C -0.656 -1.290 0.406
C -2.355 0.671 2.306
C 1.232 0.211 -1.014
C 1.806 1.138 0.101
C -2.172 0.902 0.932
C -0.325 0.036 0.852
N -2.365 0.324 3.404
N 0.364 0.828 -0.015
H -1.458 -3.442 -0.022
H 1.199 0.507 -2.072
H 1.460 -0.854 -0.975
H 2.358 0.719 0.994
H 1.992 2.109 -0.020
H -2.005 1.936 0.585
H -2.778 0.110 0.494
H 0.014 0.143 1.970
```

Here are the Löwdin charges for atoms 1 to 6, given in e: number 1, C, carries 0.14; number 2, C, carries -0.13; number 3, C, carries -0.36; number 4, C, carries -0.09; number 5, C, carries -0.06; number 6, C, carries -0.03

*4*
ORCA calculation (wB97M-V/def2-TZVPD) on C7H8N2 in the gas phase.

Geometry as XYZ:
```
17
C7H8N2 (wB97M-V/def2-TZVPD)
C 1.156 1.273 0.074
C -0.242 0.996 0.038
C -0.296 -2.665 -0.129
C -0.672 -0.339 0.058
C 0.296 -1.422 0.506
C -0.051 -1.443 -1.004
C -1.202 2.090 -0.363
N 2.181 0.480 0.113
N 3.148 -0.124 0.214
H 1.374 2.343 0.263
H 0.474 -3.546 -0.149
H -1.230 -3.002 0.300
H -1.782 -0.497 0.257
H 1.111 -1.165 1.141
H -1.515 1.839 -1.287
H -0.673 2.988 -0.383
H -2.077 2.193 0.352
```

Here are the Löwdin charges for atoms 1 to 6, given in e: number 1, C, carries -0.09; number 2, C, carries -0.23; number 3, C, carries -0.18; number 4, C, carries -0.24; number 5, C, carries -0.26; number 6, C, carries 0.00

Relative energies, in kJ/mol, with the most stable structure set to zero: *1* 0.0; *2* 50.0; *3* 520.7; *4* 703.6.

*1*
ORCA calculation (wB97M-V/def2-TZVPD) on C4H4BrNO in the gas phase.

Geometry as XYZ:
```
11
C4H4BrNO (wB97M-V/def2-TZVPD)
C -0.245 -1.122 -0.608
C -2.038 -0.027 -0.171
C 0.075 0.032 0.092
C 1.424 0.629 0.493
N -1.570 -1.154 -0.703
O -1.028 0.763 0.330
Br 2.902 0.251 -0.656
H 0.429 -1.871 -0.738
H -3.055 0.283 -0.009
H 1.838 0.516 1.632
H 1.270 1.699 0.337
```

Here are the Löwdin charges for atoms 1 to 6, given in e: number 1, C, carries -0.11; number 2, C, carries -0.13; number 3, C, carries -0.35; number 4, C, carries -0.58; number 5, N, carries 0.08; number 6, O, carries 0.06

*2*
ORCA calculation (wB97M-V/def2-TZVPD) on C4H4BrNO in the gas phase.

Geometry as XYZ:
```
11
C4H4BrNO (wB97M-V/def2-TZVPD)
C 0.138 0.511 1.123
C 0.146 -0.251 -0.009
C -0.983 1.482 -0.309
C 0.718 -1.556 -0.354
N -0.584 0.397 -1.006
O -0.562 1.634 0.930
Br -2.004 2.852 -0.999
H 0.589 0.338 2.061
H 1.352 -1.527 -1.272
H 1.339 -1.849 0.517
H -0.151 -2.030 -0.683
```

Here are the Löwdin charges for atoms 1 to 6, given in e: number 1, C, carries -0.08; number 2, C, carries -0.36; number 3, C, carries -0.87; number 4, C, carries -0.04; number 5, N, carries 0.13; number 6, O, carries 0.01

Relative energies, in kJ/mol, with the most stable structure set to zero: *1* 15.9; *2* 0.0.